A:
DFT (wB97M-V/def2-TZVPD) results for a 16-piece molecular cluster, C64H160O16 overall.

Results
- E_LUMO: 0.54 eV
- 2S+1: 1

Positions of all 240 atoms, in Å:
C: 5.94 -28.66 -15.51
C: 5.01 -28.54 -16.65
O: 3.82 -27.87 -16.26
C: 2.83 -27.84 -17.33
C: 1.64 -27.05 -16.85
H: 6.88 -28.93 -15.87
H: 6.02 -27.75 -14.92
H: 5.68 -29.45 -14.80
H: 5.45 -28.04 -17.50
H: 4.74 -29.55 -17.01
H: 3.28 -27.30 -18.16
H: 2.62 -28.83 -17.67
H: 1.15 -27.56 -15.99
H: 0.90 -26.96 -17.65
H: 2.00 -26.09 -16.52
C: 11.56 -21.83 -11.29
C: 12.86 -21.81 -12.12
O: 12.79 -20.91 -13.21
C: 13.65 -21.19 -14.26
C: 13.36 -20.27 -15.45
H: 10.77 -22.06 -11.99
H: 11.66 -22.52 -10.47
H: 11.45 -20.84 -10.87
H: 13.75 -21.58 -11.47
H: 13.03 -22.87 -12.43
H: 14.76 -21.11 -14.02
H: 13.64 -22.24 -14.54
H: 13.43 -19.24 -15.10
H: 12.37 -20.44 -15.93
H: 14.01 -20.44 -16.27
C: 5.60 -20.11 -17.43
C: 5.91 -18.72 -18.05
O: 5.97 -17.78 -17.02
C: 6.34 -16.42 -17.40
C: 5.88 -15.51 -16.33
H: 5.50 -20.82 -18.26
H: 6.44 -20.41 -16.84
H: 4.66 -19.98 -16.84
H: 6.86 -18.75 -18.59
H: 5.09 -18.45 -18.74
H: 7.38 -16.50 -17.57
H: 5.89 -16.06 -18.30
H: 4.81 -15.36 -16.25
H: 6.36 -14.57 -16.44
H: 6.26 -15.89 -15.34
C: 11.54 -25.74 -12.72
C: 11.94 -26.01 -14.14
O: 13.20 -25.37 -14.48
C: 13.24 -25.02 -15.86
C: 14.67 -24.59 -16.20
H: 10.57 -26.20 -12.63
H: 12.23 -26.29 -12.04
H: 11.61 -24.63 -12.54
H: 11.99 -27.08 -14.28
H: 11.18 -25.52 -14.74
H: 12.94 -25.90 -16.41
H: 12.49 -24.23 -16.03
H: 15.29 -25.52 -16.05
H: 14.97 -23.79 -15.59
H: 14.75 -24.35 -17.29
C: 4.94 -17.61 -8.99
C: 4.97 -17.17 -10.41
O: 5.52 -18.23 -11.16
C: 5.60 -17.82 -12.55
C: 6.14 -18.97 -13.39
H: 4.44 -18.52 -8.79
H: 5.96 -17.75 -8.60
H: 4.43 -16.84 -8.37
H: 4.00 -16.89 -10.78
H: 5.55 -16.25 -10.43
H: 4.57 -17.52 -12.86
H: 6.29 -16.97 -12.61
H: 5.86 -18.84 -14.44
H: 5.58 -19.91 -13.06
H: 7.17 -19.15 -13.33
C: 2.33 -24.09 -19.03
C: 2.60 -24.55 -20.41
O: 2.59 -25.97 -20.39
C: 2.36 -26.61 -21.67
C: 1.95 -27.97 -21.42
H: 2.19 -23.03 -18.90
H: 1.44 -24.66 -18.58
H: 3.15 -24.31 -18.31
H: 1.88 -24.20 -21.21
H: 3.59 -24.17 -20.67
H: 1.71 -25.97 -22.29
H: 3.31 -26.64 -22.31
H: 2.03 -28.63 -22.25
H: 1.01 -28.00 -20.95
H: 2.59 -28.44 -20.68
C: 9.28 -17.77 -15.31
C: 9.76 -18.15 -13.88
O: 9.23 -17.26 -12.94
C: 9.67 -17.55 -11.65
C: 9.06 -16.56 -10.68
H: 9.54 -18.53 -16.00
H: 8.19 -17.70 -15.39
H: 9.65 -16.85 -15.63
H: 9.45 -19.17 -13.64
H: 10.85 -18.09 -13.81
H: 9.25 -18.48 -11.42
H: 10.75 -17.60 -11.52
H: 7.97 -16.51 -10.76
H: 9.34 -15.51 -10.78
H: 9.27 -16.79 -9.61
C: 10.44 -28.37 -10.69
C: 10.12 -28.66 -12.13
O: 9.09 -27.76 -12.48
C: 8.84 -27.74 -13.92
C: 8.23 -26.39 -14.18
H: 10.95 -29.11 -10.13
H: 11.04 -27.45 -10.54
H: 9.44 -28.19 -10.23
H: 11.03 -28.56 -12.84
H: 9.75 -29.64 -12.33
H: 9.83 -27.83 -14.38
H: 8.14 -28.55 -14.15
H: 8.24 -26.20 -15.25
H: 8.83 -25.63 -13.68
H: 7.31 -26.32 -13.73
C: 2.94 -27.49 -11.68
C: 3.90 -26.65 -12.52
O: 4.08 -25.43 -11.89
C: 4.97 -24.54 -12.56
C: 5.00 -23.17 -11.90
H: 3.37 -27.55 -10.65
H: 2.03 -27.01 -11.57
H: 2.87 -28.56 -12.02
H: 4.83 -27.19 -12.61
H: 3.59 -26.49 -13.55
H: 6.05 -24.84 -12.54
H: 4.67 -24.45 -13.60
H: 5.59 -22.50 -12.55
H: 5.49 -23.28 -10.90
H: 4.02 -22.67 -11.79
C: 5.29 -24.18 -23.47
C: 6.79 -24.03 -23.64
O: 7.38 -25.14 -23.01
C: 8.71 -25.31 -23.34
C: 9.36 -26.14 -22.27
H: 4.97 -25.06 -24.00
H: 4.99 -24.28 -22.40
H: 4.78 -23.32 -23.97
H: 7.08 -24.11 -24.69
H: 7.25 -23.10 -23.28
H: 8.83 -25.72 -24.35
H: 9.20 -24.36 -23.45
H: 10.41 -25.98 -22.37
H: 9.13 -27.18 -22.39
H: 9.14 -25.71 -21.31
C: 3.39 -21.45 -14.44
C: 2.35 -20.38 -14.71
O: 2.52 -19.89 -16.03
C: 1.76 -18.73 -16.24
C: 2.30 -18.02 -17.50
H: 3.23 -21.92 -13.49
H: 3.47 -22.24 -15.24
H: 4.45 -21.11 -14.44
H: 1.39 -20.93 -14.57
H: 2.51 -19.58 -14.01
H: 0.68 -18.90 -16.22
H: 1.91 -17.96 -15.43
H: 3.33 -17.60 -17.25
H: 1.69 -17.15 -17.70
H: 2.32 -18.64 -18.37
C: 10.31 -22.16 -15.96
C: 8.98 -22.46 -15.27
O: 8.04 -23.08 -16.18
C: 6.79 -23.39 -15.56
C: 5.90 -23.89 -16.58
H: 10.66 -23.14 -16.29
H: 10.11 -21.49 -16.85
H: 11.02 -21.74 -15.22
H: 9.14 -23.12 -14.46
H: 8.48 -21.58 -14.94
H: 6.91 -24.04 -14.71
H: 6.29 -22.47 -15.12
H: 6.21 -24.81 -16.97
H: 5.98 -23.17 -17.37
H: 4.83 -24.00 -16.27
C: 5.96 -26.64 -19.88
C: 6.00 -27.89 -20.75
O: 5.48 -29.02 -19.99
C: 5.42 -30.19 -20.76
C: 4.95 -31.28 -19.85
H: 6.29 -25.75 -20.40
H: 4.91 -26.44 -19.61
H: 6.53 -26.82 -18.99
H: 5.37 -27.74 -21.65
H: 6.98 -28.11 -21.21
H: 4.69 -30.10 -21.60
H: 6.43 -30.39 -21.25
H: 4.86 -32.24 -20.35
H: 3.92 -31.07 -19.42
H: 5.60 -31.29 -18.98
C: 10.28 -27.24 -18.55
C: 9.80 -25.79 -18.37
O: 10.39 -24.90 -19.33
C: 9.60 -23.74 -19.36
C: 10.23 -22.65 -20.19
H: 10.02 -27.73 -19.46
H: 11.36 -27.41 -18.58
H: 9.87 -27.83 -17.67
H: 8.71 -25.79 -18.36
H: 10.17 -25.53 -17.34
H: 8.64 -23.89 -19.77
H: 9.41 -23.27 -18.38
H: 10.05 -22.71 -21.27
H: 11.30 -22.63 -20.12
H: 9.97 -21.68 -19.88
C: 5.52 -23.30 -6.90
C: 5.41 -22.17 -7.87
O: 6.41 -22.27 -8.87
C: 6.52 -21.14 -9.76
C: 7.73 -21.27 -10.69
H: 6.55 -23.35 -6.66
H: 4.85 -23.13 -6.06
H: 5.30 -24.30 -7.43
H: 4.45 -22.19 -8.28
H: 5.55 -21.21 -7.36
H: 5.63 -21.21 -10.39
H: 6.48 -20.20 -9.19
H: 7.80 -20.29 -11.11
H: 7.63 -22.13 -11.38
H: 8.65 -21.26 -10.16
C: 6.14 -27.70 -9.04
C: 6.63 -26.50 -9.82
O: 7.73 -25.99 -9.02
C: 8.42 -24.97 -9.78
C: 9.53 -24.38 -8.92
H: 6.15 -27.42 -7.96
H: 5.12 -28.06 -9.38
H: 6.77 -28.60 -9.12
H: 7.04 -26.72 -10.80
H: 5.86 -25.78 -10.04
H: 8.85 -25.42 -10.73
H: 7.72 -24.16 -10.09
H: 9.14 -23.97 -7.99
H: 9.86 -23.60 -9.60
H: 10.38 -25.06 -8.81

=====

B:
DFT (wB97M-V/def2-TZVPD) results for a 16-piece molecular cluster, C64H160O16 overall.

Results
- E_LUMO: 0.60 eV
- 2S+1: 1

Positions of all 240 atoms, in Å:
C: -4.86 -0.33 -0.91
C: -3.94 -0.37 -2.10
O: -4.26 -1.38 -3.03
C: -4.86 -0.91 -4.22
C: -5.18 -2.07 -5.14
H: -4.40 0.30 -0.11
H: -5.77 0.26 -1.09
H: -5.18 -1.28 -0.54
H: -3.94 0.64 -2.60
H: -2.93 -0.52 -1.77
H: -5.74 -0.29 -3.93
H: -4.19 -0.17 -4.71
H: -5.83 -2.84 -4.60
H: -4.26 -2.57 -5.50
H: -5.64 -1.73 -6.07
C: -1.29 2.15 -2.50
C: -1.80 2.47 -1.15
O: -3.14 2.87 -1.20
C: -3.64 3.35 0.07
C: -5.12 3.66 -0.15
H: -0.23 2.04 -2.45
H: -1.70 1.27 -3.03
H: -1.43 2.96 -3.18
H: -1.64 1.65 -0.46
H: -1.17 3.31 -0.73
H: -3.47 2.68 0.90
H: -3.14 4.28 0.34
H: -5.66 3.90 0.79
H: -5.63 2.81 -0.57
H: -5.23 4.61 -0.71
C: 2.33 -1.10 -3.09
C: 0.86 -1.13 -2.74
O: 0.28 -2.15 -3.54
C: -1.12 -2.25 -3.27
C: -1.47 -3.63 -3.85
H: 2.73 -2.12 -2.98
H: 2.40 -0.72 -4.10
H: 2.82 -0.37 -2.41
H: 0.68 -1.28 -1.66
H: 0.42 -0.14 -2.93
H: -1.27 -2.28 -2.19
H: -1.71 -1.47 -3.79
H: -1.03 -4.47 -3.27
H: -0.99 -3.61 -4.86
H: -2.57 -3.73 -3.91
C: 4.82 1.40 -4.35
C: 4.95 1.96 -2.93
O: 6.20 1.59 -2.36
C: 6.12 1.76 -0.92
C: 7.40 1.45 -0.26
H: 4.89 0.27 -4.34
H: 3.90 1.72 -4.83
H: 5.70 1.71 -4.94
H: 4.77 3.07 -2.88
H: 4.15 1.46 -2.33
H: 5.78 2.75 -0.65
H: 5.32 1.09 -0.54
H: 8.26 2.08 -0.43
H: 7.80 0.52 -0.63
H: 7.37 1.33 0.83
C: -6.63 -2.25 3.04
C: -5.87 -0.94 2.83
O: -4.64 -0.90 3.53
C: -4.01 0.36 3.46
C: -2.79 0.35 4.31
H: -6.88 -2.45 4.09
H: -7.46 -2.30 2.35
H: -5.94 -3.03 2.71
H: -5.71 -0.71 1.78
H: -6.45 -0.12 3.28
H: -3.80 0.61 2.39
H: -4.67 1.12 3.84
H: -2.36 1.36 4.33
H: -2.02 -0.28 3.91
H: -3.03 0.05 5.31
C: 2.65 5.58 5.09
C: 2.91 4.24 5.77
O: 2.51 3.27 4.81
C: 2.46 2.00 5.52
C: 1.78 0.96 4.69
H: 3.29 5.59 4.22
H: 1.53 5.67 4.91
H: 2.95 6.42 5.71
H: 3.95 4.12 6.02
H: 2.29 4.23 6.70
H: 3.49 1.78 5.76
H: 1.91 2.18 6.48
H: 0.71 1.06 4.50
H: 1.92 0.00 5.16
H: 2.17 0.94 3.68
C: -0.84 3.24 2.82
C: 0.11 4.19 2.08
O: -0.68 5.16 1.47
C: 0.03 6.10 0.63
C: -1.00 7.09 0.19
H: -1.48 2.65 2.18
H: -0.32 2.56 3.51
H: -1.55 3.84 3.37
H: 0.87 4.68 2.78
H: 0.62 3.61 1.30
H: 0.86 6.60 1.17
H: 0.46 5.58 -0.24
H: -1.75 6.61 -0.43
H: -0.52 7.85 -0.45
H: -1.46 7.69 0.98
C: 5.06 -0.28 3.12
C: 4.54 -1.43 2.23
O: 5.11 -1.25 0.97
C: 4.85 -2.32 0.05
C: 5.70 -2.23 -1.19
H: 4.81 0.65 2.62
H: 4.68 -0.21 4.16
H: 6.16 -0.32 3.08
H: 4.63 -2.43 2.65
H: 3.45 -1.33 2.13
H: 4.99 -3.30 0.55
H: 3.79 -2.25 -0.16
H: 5.28 -2.96 -1.93
H: 6.76 -2.50 -0.97
H: 5.67 -1.24 -1.59
C: -1.23 -7.76 -1.87
C: -1.23 -6.66 -0.77
O: -0.37 -5.67 -1.18
C: -0.05 -4.64 -0.25
C: 1.29 -4.01 -0.62
H: -0.26 -8.25 -1.85
H: -2.03 -8.47 -1.62
H: -1.41 -7.26 -2.84
H: -2.20 -6.28 -0.60
H: -0.76 -7.08 0.16
H: -0.81 -3.89 -0.24
H: -0.02 -4.99 0.79
H: 1.29 -3.52 -1.62
H: 2.08 -4.74 -0.65
H: 1.41 -3.22 0.11
C: 1.59 -3.27 3.89
C: 0.31 -2.65 4.28
O: -0.70 -3.68 4.18
C: -2.05 -3.15 4.25
C: -3.06 -4.29 4.17
H: 1.54 -3.71 2.90
H: 2.38 -2.50 3.89
H: 1.86 -4.12 4.52
H: 0.37 -2.26 5.29
H: -0.01 -1.77 3.66
H: -2.15 -2.68 5.22
H: -2.30 -2.38 3.48
H: -2.94 -5.13 4.84
H: -3.01 -4.67 3.17
H: -4.05 -3.90 4.34
C: -3.89 -3.76 0.71
C: -3.79 -4.17 -0.76
O: -4.26 -5.44 -1.02
C: -4.19 -5.74 -2.42
C: -4.84 -7.10 -2.48
H: -4.92 -3.45 0.91
H: -3.64 -4.63 1.33
H: -3.26 -2.98 1.10
H: -4.29 -3.43 -1.39
H: -2.75 -4.23 -1.04
H: -4.71 -4.95 -2.99
H: -3.13 -5.70 -2.73
H: -4.49 -7.65 -1.63
H: -4.63 -7.59 -3.41
H: -5.91 -7.07 -2.33
C: 3.67 4.14 -6.93
C: 2.55 4.29 -5.93
O: 2.98 5.05 -4.85
C: 1.90 5.80 -4.23
C: 0.86 4.93 -3.47
H: 3.81 5.11 -7.41
H: 4.56 3.91 -6.36
H: 3.58 3.42 -7.72
H: 1.71 4.82 -6.44
H: 2.23 3.26 -5.69
H: 2.39 6.51 -3.59
H: 1.40 6.35 -4.99
H: 0.28 4.33 -4.18
H: 0.23 5.63 -2.92
H: 1.39 4.22 -2.80
C: 5.02 6.17 -1.66
C: 4.19 5.90 -0.42
O: 4.76 4.80 0.27
C: 4.32 4.62 1.57
C: 4.82 3.31 2.13
H: 6.08 6.07 -1.35
H: 4.87 5.34 -2.39
H: 4.84 7.13 -2.14
H: 4.09 6.75 0.28
H: 3.11 5.71 -0.69
H: 4.58 5.49 2.25
H: 3.20 4.60 1.62
H: 4.28 2.99 3.02
H: 5.89 3.36 2.33
H: 4.69 2.63 1.29
C: -0.15 -4.53 7.68
C: -1.11 -3.46 8.01
O: -0.40 -2.25 7.74
C: -1.16 -1.12 8.10
C: -0.29 0.13 8.23
H: -0.60 -5.50 8.02
H: -0.01 -4.60 6.59
H: 0.81 -4.33 8.13
H: -2.06 -3.48 7.40
H: -1.38 -3.57 9.08
H: -2.01 -0.93 7.38
H: -1.68 -1.24 9.12
H: -0.91 1.07 8.28
H: 0.27 0.18 7.31
H: 0.43 0.14 9.04
C: -1.01 0.19 -6.59
C: -1.24 -1.31 -6.91
O: -2.50 -1.45 -7.61
C: -2.81 -2.80 -7.73
C: -4.00 -3.00 -8.65
H: -0.98 0.81 -7.48
H: -1.82 0.55 -5.89
H: -0.09 0.28 -6.05
H: -0.47 -1.69 -7.59
H: -1.36 -1.87 -6.00
H: -1.97 -3.39 -8.16
H: -3.06 -3.27 -6.76
H: -4.86 -2.45 -8.27
H: -4.35 -4.06 -8.66
H: -3.89 -2.59 -9.66
C: -0.94 -0.79 0.95
C: 0.49 -0.30 1.08
O: 0.70 0.84 0.24
C: 2.06 1.36 0.27
C: 2.15 2.40 -0.83
H: -1.17 -0.76 -0.10
H: -1.15 -1.78 1.35
H: -1.58 -0.06 1.47
H: 0.65 -0.03 2.10
H: 1.23 -1.13 0.91
H: 2.31 1.78 1.26
H: 2.74 0.48 0.18
H: 1.36 3.09 -0.64
H: 2.05 1.94 -1.82
H: 3.12 2.96 -0.74

=====

Which one is the least stable? From the structures above, A.